Entry 1:
Molecular formula: C4H9NO2
Method: DFT, ωB97M-V/def2-TZVPD

The geometry in XYZ format:
```
16
C4H9NO2 (ωB97M-V/def2-TZVPD)
O 1.12924 0.47880 0.06130
C -2.59326 0.08641 -0.14008
H -2.82318 -0.11673 0.91245
H -1.15753 1.66180 0.25652
H 3.36520 1.31806 -0.00275
O 2.09624 -1.52898 -0.25310
H -0.26892 -0.47014 1.24899
H -0.10704 -1.13799 -0.38771
C -0.12147 -0.21204 0.19258
N 3.42584 0.31268 -0.13370
C -1.21266 0.71893 -0.29949
H -3.37474 0.74697 -0.52516
H -1.01449 0.95652 -1.35172
C 2.26990 -0.20228 -0.10193
H 2.98816 -1.88185 -0.39407
H -2.66188 -0.86124 -0.68669
```

The LUMO energy is 0.8490 eV. The SMILES is [H]/N=C(/O)OCCC. The HOMO-LUMO gap comes out at 10.59 eV. The value obtained for the relative energy (zero: lowest compared OMol25 entry of this formula, charge and spin) is 1.052 eV.

=====

Entry 2:
Molecular formula: C4H9N2O9P2Zr
Method: DFT, ωB97M-V/def2-TZVPD

The geometry in XYZ format:
```
27
C4H9N2O9P2Zr (ωB97M-V/def2-TZVPD)
H -2.63918 3.10359 -0.54402
H -2.47292 1.93231 -3.35868
H -0.95696 2.86960 -0.97565
C -2.78688 0.93840 -3.02798
O 1.36814 -1.84255 -1.27301
O 2.86827 -3.53930 -0.02295
H -1.46632 2.76210 0.74597
H 4.79357 0.92754 0.75055
C -1.95397 0.52150 -1.87900
O -1.25900 0.45808 1.55507
N -0.93710 -0.26717 -1.88114
P 2.65568 0.47722 0.55518
P 2.07154 -2.21797 -0.00771
H 3.13598 -3.92137 0.82535
N -2.01415 0.14996 0.40573
O 1.73279 0.84097 -0.62128
O -0.56530 -0.82321 -3.05349
H -3.83279 0.99533 -2.73006
Zr 0.13160 -0.31735 0.26388
O 3.17488 -1.04880 0.31404
C -1.73708 2.54121 -0.28321
C -2.00496 1.08966 -0.49149
O 1.67683 0.43642 1.70451
H 0.22445 -1.35007 -2.82664
O 3.92357 1.34076 0.67069
H -2.67239 0.24827 -3.85949
O 0.98836 -2.09013 1.08347
```

The LUMO energy is -4.6659 eV. The HOMO-LUMO gap comes out at 9.46 eV. The value obtained for the relative energy (zero: lowest compared OMol25 entry of this formula, charge and spin) is 0.000 eV. As for the charge: +1.

=====

Entry 3:
Molecular formula: C4H11NOS
Method: DFT, ωB97M-V/def2-TZVPD

The geometry in XYZ format:
```
18
C4H11NOS (ωB97M-V/def2-TZVPD)
H 0.65245 -0.72587 -0.08355
H -1.19797 -0.54381 -3.05220
H -0.55559 0.89122 -2.23835
C -0.98472 -1.07144 1.33843
H -0.35341 -0.87960 2.18143
C -0.41344 -0.39969 0.09268
H 3.69391 -0.01092 1.53259
C -0.58454 -0.21504 -2.21636
N -1.13693 -0.67730 -0.99222
H -1.06181 -2.13622 1.19691
S 2.36081 -0.17655 1.57776
H 1.68702 1.25573 0.20889
O 0.91632 1.67162 -0.26418
C -0.22073 1.19243 0.30360
H 0.45368 -0.54626 -2.35067
H -1.99093 -0.69441 1.51890
H -1.04387 1.74914 -0.13444
H -0.22025 1.31696 1.38077
```

The LUMO energy is -3.2402 eV. The HOMO-LUMO gap comes out at 4.76 eV. The value obtained for the relative energy (zero: lowest compared OMol25 entry of this formula, charge and spin) is 5.322 eV.

=====

Question: Among the records above, which one has the lowest relative energy (zero: lowest compared OMol25 entry of this formula, charge and spin)?
Answer: C4H9N2O9P2Zr

=====

Question: Which value of LUMO does entry 1 give?
Answer: 0.8490 eV

=====

What did the second record say?
Molecular formula: C4H9N2O9P2Zr
Method: DFT, ωB97M-V/def2-TZVPD

The geometry in XYZ format:
```
27
C4H9N2O9P2Zr (ωB97M-V/def2-TZVPD)
H -2.63918 3.10359 -0.54402
H -2.47292 1.93231 -3.35868
H -0.95696 2.86960 -0.97565
C -2.78688 0.93840 -3.02798
O 1.36814 -1.84255 -1.27301
O 2.86827 -3.53930 -0.02295
H -1.46632 2.76210 0.74597
H 4.79357 0.92754 0.75055
C -1.95397 0.52150 -1.87900
O -1.25900 0.45808 1.55507
N -0.93710 -0.26717 -1.88114
P 2.65568 0.47722 0.55518
P 2.07154 -2.21797 -0.00771
H 3.13598 -3.92137 0.82535
N -2.01415 0.14996 0.40573
O 1.73279 0.84097 -0.62128
O -0.56530 -0.82321 -3.05349
H -3.83279 0.99533 -2.73006
Zr 0.13160 -0.31735 0.26388
O 3.17488 -1.04880 0.31404
C -1.73708 2.54121 -0.28321
C -2.00496 1.08966 -0.49149
O 1.67683 0.43642 1.70451
H 0.22445 -1.35007 -2.82664
O 3.92357 1.34076 0.67069
H -2.67239 0.24827 -3.85949
O 0.98836 -2.09013 1.08347
```

The LUMO energy is -4.6659 eV. The HOMO-LUMO gap comes out at 9.46 eV. The value obtained for the relative energy (zero: lowest compared OMol25 entry of this formula, charge and spin) is 0.000 eV. As for the charge: +1.